(1)
A 2-piece molecular cluster, C18H21N2O5 overall at a distorted geometry. Source: OMol25; level of theory: wB97M-V/def2-TZVPD.

Structure (XYZ):
```
46
Properties=species:S:1:pos:R:3
C 2.45460 0.15051 2.21039
C 2.33252 1.51253 2.10015
C 2.96524 2.26976 0.95296
C 1.91413 2.76851 -0.03005
N 0.68657 3.41749 0.44694
C -0.15154 3.56008 -0.52452
C -1.45035 4.24617 -0.33578
C -2.69398 3.32690 -0.15184
O -2.54141 2.03181 -0.72312
C -2.94174 1.01906 0.14308
C -2.02962 -0.16690 0.18092
O -3.93609 1.11580 0.78971
C 0.40719 2.99012 -1.79043
C 1.45294 1.97634 -1.24100
O 0.64009 0.81128 -0.97544
C 1.31657 -0.28199 -0.78530
N 1.79757 -1.29319 -0.53226
H 3.42776 -0.29660 2.39254
H 1.56392 -0.47069 2.16279
H 1.82502 2.11639 2.85502
H 3.64759 1.61904 0.40474
H 3.54829 3.12017 1.32354
H 2.44119 3.60322 -0.51736
H 0.52099 3.75115 1.38852
H -1.63843 4.93686 -1.15598
H -1.37476 4.84451 0.57305
H -3.51113 3.82412 -0.67025
H -2.95338 3.26030 0.90108
H -1.74230 -0.39670 -0.84461
H -1.12916 0.14397 0.70940
H -2.52207 -1.00991 0.64519
H -0.31013 2.49466 -2.43470
H 0.99736 3.76999 -2.28210
H 2.28283 1.70447 -1.88642
C -0.99391 -6.83940 0.02027
C -1.65806 -5.76950 0.44960
C -1.15751 -4.40036 0.18291
O -1.75862 -3.41832 0.57384
C 0.10625 -4.26456 -0.57890
C 0.77265 -5.33156 -1.00928
C 0.27418 -6.70632 -0.74416
O 0.87725 -7.67908 -1.13609
H -1.33889 -7.84895 0.20304
H -2.58304 -5.84415 1.00699
H 0.44694 -3.25392 -0.75703
H 1.69784 -5.25445 -1.56605
```

Calculated values
Highest occupied orbital energy, eV: -11.6
LUMO, eV: -4.444
ΔE to the lowest compared entry with this formula, charge and spin, eV: 0.0000
Spin multiplicity: 1
HOMO-LUMO gap, eV: 7.115
Net charge: +1

Atomic partial charges in e from the Mulliken method, atoms 1 to 6: atom 1 (C): -0.7915, atom 2 (C): -0.2525, atom 3 (C): -0.6421, atom 4 (C): -0.1898, atom 5 (N): 0.0463, atom 6 (C): 0.7334

(2)
One molecule with the formula C18H21N3O3. Source: OMol25; level of theory: wB97M-V/def2-TZVPD.

Structure (XYZ):
```
45
Properties=species:S:1:pos:R:3
C -4.41341 -0.48467 2.05968
C -4.25980 0.28919 0.78700
C -5.34097 0.58802 -0.02242
C -5.18198 1.30527 -1.19767
C -3.92226 1.72901 -1.57228
C -2.82198 1.44198 -0.77992
C -2.98517 0.72754 0.39814
O -1.96145 0.38823 1.24684
C -0.68153 0.91453 0.99220
C 0.00602 0.31864 -0.23431
O 0.85988 0.91485 -0.86094
N -0.41280 -0.92429 -0.53165
H -1.10628 -1.35120 0.06412
C 0.18597 -1.71171 -1.57810
H 0.94353 -1.06966 -2.03556
H -0.56637 -1.95790 -2.33611
C 0.81957 -3.00467 -1.05316
H 1.40070 -3.45048 -1.86280
H 0.03847 -3.71370 -0.77225
C 1.71439 -2.77784 0.16956
N 2.66609 -1.71091 -0.01881
C 2.69667 -0.62685 0.79083
O 1.97120 -0.51263 1.76316
C 3.69603 0.40894 0.41454
C 3.41672 1.74552 0.68722
C 4.34238 2.70957 0.33195
C 5.51968 2.29786 -0.27574
N 5.81022 1.02922 -0.50984
C 4.92400 0.11155 -0.17199
H 5.23013 -0.91094 -0.36026
H 6.27318 3.01083 -0.58421
H 4.15616 3.75565 0.51838
H 2.47876 2.00079 1.15508
H 3.22848 -1.72178 -0.85405
H 2.24392 -3.70904 0.40429
H 1.11568 -2.49252 1.03851
H -0.06962 0.63747 1.85828
H -0.69838 2.00729 0.90416
H -1.84505 1.77380 -1.09492
H -3.78321 2.28654 -2.48632
H -6.03883 1.52975 -1.81451
H -6.32528 0.25537 0.27430
H -3.91005 -1.44791 1.98100
H -5.46286 -0.65412 2.28501
H -3.95051 0.05539 2.88357
```

Calculated values
Highest occupied orbital energy, eV: -8.6
LUMO, eV: 0.645
ΔE to the lowest compared entry with this formula, charge and spin, eV: 0.7136
SMILES string: Cc1ccccc1OCC(=O)NCCCNC(=O)c1cccnc1
Spin multiplicity: 1
HOMO-LUMO gap, eV: 9.226

Atomic partial charges in e from the Mulliken method, atoms 1 to 6: atom 1 (C): -1.3210, atom 2 (C): 0.5209, atom 3 (C): -0.5563, atom 4 (C): -0.6380, atom 5 (C): -0.7728, atom 6 (C): -0.6894

(3)
One molecule with the formula C18H21N3O4 at a distorted geometry. Source: OMol25; level of theory: wB97M-V/def2-TZVPD.

Structure (XYZ):
```
46
Properties=species:S:1:pos:R:3
C 0.19283 -2.77454 3.10589
H 0.33771 -2.03221 3.88958
O -0.65093 -2.16724 2.15823
C -0.99136 -2.88591 1.03531
C -0.58333 -4.17969 0.76397
C -0.98193 -4.80124 -0.41134
C -1.78446 -4.13643 -1.31658
C -2.20444 -2.84201 -1.05544
C -1.81653 -2.21093 0.11487
N -2.19970 -0.90850 0.45818
C -2.71796 0.06445 -0.33796
O -3.02068 -0.08750 -1.50235
C -2.86011 1.41134 0.38403
N -1.72097 2.30202 0.30240
C -0.49396 1.87846 0.93785
H -0.72549 1.32529 1.85039
C 0.43609 1.04073 0.03449
N 0.68692 1.76798 -1.18598
C 1.82613 2.39990 -1.55572
O 1.84692 3.19613 -2.48492
C 3.09634 2.10761 -0.86072
C 4.24977 2.84119 -0.98534
C 5.23027 2.18353 -0.21340
C 4.61367 1.09306 0.31879
O 3.32820 1.03652 -0.06139
H 4.96692 0.30853 0.95916
H 6.25047 2.47730 -0.07694
H 4.35843 3.73521 -1.56286
C -0.54319 2.08442 -1.88908
C -1.45806 2.91922 -0.98314
H -2.40418 3.10753 -1.48986
H -0.96764 3.87956 -0.78593
H -0.28320 2.64993 -2.78419
H -1.03709 1.15206 -2.17551
H 1.36053 0.83184 0.56512
H -0.03466 0.08814 -0.22912
H 0.04841 2.78981 1.22020
H -3.07533 1.24251 1.44435
H -3.70969 1.93363 -0.06325
H -1.93624 -0.66070 1.40253
H -2.82716 -2.31129 -1.75558
H -2.09058 -4.62083 -2.23047
H -0.65464 -5.81034 -0.60991
H 0.04739 -4.71487 1.45580
H 1.16218 -3.03373 2.66945
H -0.26566 -3.66995 3.53637
```

Calculated values
Highest occupied orbital energy, eV: -8.1
LUMO, eV: 0.437
ΔE to the lowest compared entry with this formula, charge and spin, eV: 2.7380
SMILES string: COc1ccccc1NC(=O)CN1CCN(C(=O)c2ccco2)CC1
Spin multiplicity: 1
HOMO-LUMO gap, eV: 8.539

Atomic partial charges in e from the Mulliken method, atoms 1 to 6: atom 1 (C): -0.9764, atom 2 (H): 0.2555, atom 3 (O): -0.3998, atom 4 (C): 0.9569, atom 5 (C): -0.5631, atom 6 (C): -0.6666

(4)
One molecule with the formula C18H21N3O4S2. Source: OMol25; level of theory: wB97M-V/def2-TZVPD.

Structure (XYZ):
```
48
Properties=species:S:1:pos:R:3
C -4.24516 -1.73933 -0.93390
H -3.90514 -2.63604 -0.41106
H -5.24767 -1.48695 -0.58536
H -4.23944 -1.89947 -2.00867
O -3.35242 -0.65728 -0.69050
C -3.31356 -0.19246 0.55674
O -3.95147 -0.64749 1.46937
C -2.37557 1.00571 0.68949
N -1.50795 1.13633 -0.44668
C -1.43991 2.26386 -1.17570
O -2.13780 3.23369 -0.98102
C -0.43315 2.26089 -2.32001
H 0.20642 3.13751 -2.21742
H -0.97547 2.32178 -3.26433
S 0.63504 0.80200 -2.44481
C 1.68526 1.08313 -1.06174
N 1.56000 2.18186 -0.40360
C 2.36101 2.36451 0.68461
C 3.27533 1.43434 1.06775
C 3.44057 0.20600 0.33882
O 4.21057 -0.70032 0.56656
N 2.56973 0.11344 -0.76648
H 2.60080 -0.74782 -1.30323
H 3.89785 1.57777 1.93503
C 2.15201 3.65722 1.39769
H 2.54472 3.61064 2.40851
H 1.09127 3.89387 1.41744
H 2.65889 4.45640 0.85779
H -0.86832 0.37661 -0.63576
C -1.61236 0.95820 2.02411
H -1.35894 1.96557 2.34988
H -2.22201 0.46985 2.78412
S 0.00510 0.12723 1.91803
C -0.45461 -1.65250 1.70352
C 0.33270 -2.21681 0.56658
C 1.61558 -2.70726 0.78543
C 2.38024 -3.17215 -0.26892
C 1.87255 -3.14496 -1.55904
C 0.59291 -2.66447 -1.78619
C -0.17210 -2.20287 -0.72903
H -1.17224 -1.83924 -0.91781
H 0.18995 -2.64264 -2.78769
H 2.46998 -3.50222 -2.38496
H 3.37788 -3.53735 -0.08332
H 2.02081 -2.71141 1.78566
H -1.52626 -1.68602 1.52648
H -0.21887 -2.15177 2.64251
H -3.01676 1.90048 0.69113
```

Calculated values
Highest occupied orbital energy, eV: -8.7
LUMO, eV: 0.433
ΔE to the lowest compared entry with this formula, charge and spin, eV: 0.0000
SMILES string: COC(=O)[C@@H](CSCc1ccccc1)NC(=O)CSc1nc(C)cc(=O)[nH]1
Spin multiplicity: 1
HOMO-LUMO gap, eV: 9.096

Atomic partial charges in e from the Mulliken method, atoms 1 to 6: atom 1 (C): -0.7513, atom 2 (H): 0.3288, atom 3 (H): 0.3395, atom 4 (H): 0.2346, atom 5 (O): -0.2376, atom 6 (C): -0.0467

(5)
C18H21N5O2STeW as an isolated structure at a distorted geometry. Source: OMol25; level of theory: wB97M-V/def2-TZVPD.

Structure (XYZ):
```
49
Properties=species:S:1:pos:R:3
W -0.14241 0.73623 -0.48692
C -5.07193 1.42273 2.59012
C -4.00125 0.91841 3.54493
N -2.63010 1.29529 3.13935
C -2.05182 0.96129 2.00404
S -0.40628 1.58280 1.68112
N -2.65391 0.19259 1.09942
N -1.77359 -0.10413 0.15423
C -2.02665 -0.41517 -1.15853
C -3.37760 -0.17398 -1.74425
C -1.02756 -1.30623 -1.79462
C -1.23759 -2.16517 -2.86098
C -0.17444 -2.93828 -3.28846
C 1.08598 -2.79642 -2.70107
C 1.24818 -1.90274 -1.67540
N 0.19825 -1.18832 -1.21290
H -6.05084 1.21526 3.01959
H -5.01183 0.92501 1.62551
H -4.98729 2.50156 2.44634
H -4.04333 -0.16723 3.63778
H -4.14595 1.35097 4.53143
H -2.09475 1.86294 3.77820
H -3.76985 0.78637 -1.41847
H -4.06809 -0.94224 -1.38738
H -3.35528 -0.20045 -2.83189
H -2.21426 -2.25187 -3.31525
H -0.32283 -3.65913 -4.08188
H 1.93033 -3.37690 -3.04322
H 2.19910 -1.74284 -1.18641
O 1.74841 3.37173 -1.72685
N 2.35660 2.62136 -1.08602
O 1.60022 1.42759 -0.86965
C -0.54873 4.93658 -0.52500
Te -1.07066 3.12030 -1.55318
C -2.88389 3.36889 -0.43451
C -3.04063 4.86703 -0.40305
C -4.27821 5.48639 -0.31349
C -4.35129 6.87158 -0.25704
C -3.19528 7.63599 -0.33670
C -1.95775 7.02166 -0.45202
C -1.87905 5.63391 -0.45383
H 0.18668 5.47124 -1.12078
H -0.11547 4.67404 0.44025
H -2.69836 2.96923 0.56135
H -3.73239 2.85716 -0.87874
H -5.18305 4.89164 -0.28351
H -5.31353 7.35556 -0.16050
H -3.25650 8.71551 -0.31872
H -1.05989 7.62092 -0.53787
```

Calculated values
Highest occupied orbital energy (spin up / spin down), eV: -14.4 / -14.3
LUMO (spin up / spin down), eV: -8.565 / -8.282
ΔE to the lowest compared entry with this formula, charge and spin, eV: 1.7336
Spin multiplicity: 1
HOMO-LUMO gap (spin up / spin down), eV: 5.840 / 5.978
Net charge: +2

Atomic partial charges in e from the Mulliken method, atoms 1 to 6: atom 1 (W): 0.8838, atom 2 (C): -0.9546, atom 3 (C): -0.4516, atom 4 (N): -0.0910, atom 5 (C): 0.3334, atom 6 (S): -0.3111